1.
Here is a molecular structure, C20H14ClN4OPdS in a non-equilibrium geometry from the Open Molecules 2025 dataset. Energies are from the ωB97M-V functional and the def2-TZVPD basis.

Element x y z (Å)
Pd: -0.816910 -0.229426 -0.089910
Cl: 4.081090 5.191874 -2.223910
C: 2.869290 4.036074 -2.022510
C: 1.758590 4.005374 -2.907110
C: 0.771690 3.088074 -2.744310
C: 0.790390 2.109174 -1.677910
O: -0.169110 1.313774 -1.561110
C: 1.957990 2.119974 -0.801010
C: 2.151990 1.140074 0.224890
N: 1.384490 0.142874 0.528190
C: 1.737890 -0.793026 1.486990
C: 3.050990 -1.213726 1.698890
C: 3.360190 -2.069826 2.753690
C: 2.378890 -2.531126 3.604590
C: 1.027990 -2.159626 3.415690
C: -0.019510 -2.596726 4.250090
C: -1.313610 -2.225326 3.964290
C: -1.558710 -1.414526 2.849490
N: -0.593110 -0.988026 2.055590
C: 0.693290 -1.315726 2.317990
C: 2.943690 3.087474 -0.992210
H: 1.696190 4.726274 -3.710610
H: -0.068610 3.058574 -3.421010
H: 3.065690 1.273674 0.812590
H: 3.846690 -0.882326 1.047190
H: 4.388890 -2.360926 2.907790
H: 2.622590 -3.206126 4.411190
H: 0.200490 -3.222826 5.103990
H: -2.140810 -2.542626 4.580390
H: -2.573510 -1.121526 2.605990
H: 3.807590 3.102874 -0.344110
S: -2.073110 -2.362126 -0.563710
C: -3.030410 -1.392126 -1.587010
N: -4.097110 -1.836526 -2.297610
C: -4.686210 -1.050626 -3.219410
C: -4.214610 0.226074 -3.427310
C: -3.185510 0.680474 -2.590310
N: -2.631910 -0.112826 -1.697310
H: -4.445310 -2.783026 -2.136410
H: -5.529710 -1.452126 -3.767710
H: -4.628010 0.865074 -4.189310
H: -2.810810 1.695074 -2.647710

Cartesian forces, eV/Å:
Pd -0.71 -3.41 3.29
Cl -0.83 -0.80 0.15
C 0.73 0.40 0.26
C -1.31 -0.28 -0.74
C 0.44 1.19 -0.76
C -1.99 -1.29 -0.22
O 2.00 1.98 -1.03
C 1.18 0.34 0.41
C 0.93 -0.54 0.82
N -0.64 1.00 -0.22
C 0.35 -0.01 0.10
C -0.24 0.25 0.22
C 0.05 -0.15 0.15
C 0.07 0.17 -0.25
C -0.17 0.52 -0.54
C -0.39 0.05 -0.14
C 0.39 0.11 0.12
C -0.31 -0.06 -0.05
N 0.00 0.29 -1.92
C 0.37 -0.36 0.07
C -0.30 -0.92 0.68
H 0.08 0.04 -0.04
H -0.08 0.03 -0.05
H -0.01 0.00 -0.14
H 0.00 0.04 -0.10
H 0.02 -0.09 -0.03
H 0.07 -0.02 0.12
H 0.01 -0.06 0.03
H -0.05 0.02 0.02
H 0.08 -0.03 -0.09
H 0.07 -0.02 0.09
S 0.37 1.37 0.49
C -0.01 0.44 -0.19
N 0.32 -0.10 0.32
C -0.08 0.73 -0.40
C 0.04 -0.14 0.19
C -0.58 -0.34 -0.39
N 0.15 -0.36 -0.19
H 0.11 0.19 -0.09
H 0.07 -0.13 0.07
H -0.19 -0.02 -0.03
H -0.03 -0.02 0.00

Calculated values
**E_LUMO (spin up / spin down)**: -12.950 / -12.955 eV
**Largest force on an atom**: 4.79 eV/A
**Total charge**: +3
**Kohn-Sham gap (spin up / spin down)**: 4.05 / 4.05 eV
**HOMO energy (spin up / spin down)**: -17.00 / -17.00 eV
**Relative energy (zero: lowest compared OMol25 entry of this formula, charge and spin)**: 36.8 kcal/mol


2.
Here is C20H14F2N4O2S in the gas phase in a non-equilibrium geometry from the Open Molecules 2025 dataset. Energies are from the ωB97M-V functional and the def2-TZVPD basis.

Element x y z (Å)
O: 2.872437 -3.094893 0.383418
O: 0.092799 4.173068 -4.708206
F: 1.720268 5.703895 0.106094
F: -2.998217 5.800383 0.310145
N: 0.840536 -1.526316 2.970363
N: 0.048776 0.281090 -1.640561
C: 2.072190 -2.360855 0.911995
C: 0.649612 -2.024822 4.121858
C: 2.172060 -3.340671 3.272232
C: -0.279226 -1.639182 5.181112
C: 1.740798 -2.457891 2.354676
C: 1.473570 -3.123492 4.470378
C: -0.514085 -2.367715 6.262665
C: 1.187841 -3.938133 5.580576
C: -0.693357 1.239497 -2.335339
C: 1.276602 -0.052498 -2.065338
C: 1.838870 0.483567 -3.215513
C: -0.600704 5.847754 0.153677
C: 1.197171 1.545387 -3.810645
C: 0.435415 4.605069 -1.706307
C: -1.966631 4.731050 -1.565724
C: 0.555584 5.371400 -0.454232
C: -1.862652 5.517857 -0.389374
C: -0.090277 1.925118 -3.311503
C: -0.788691 4.348282 -2.264754
N: 0.172339 -3.583557 6.446548
N: 1.465221 -1.391235 0.158831
S: -0.906829 3.490548 -3.833981
C: 1.966040 -1.155224 -1.188178
H: 3.015363 -4.070017 3.172694
H: -0.744975 -0.680493 4.998559
H: -1.248082 -2.183195 6.993215
H: 1.816768 -4.797568 5.483063
H: -1.576287 1.704184 -1.875555
H: 2.829334 0.246138 -3.638549
H: -0.444218 6.439085 1.086426
H: 1.709542 2.157469 -4.545612
H: 1.387032 4.346616 -2.255569
H: -2.932821 4.514340 -2.003291
H: 0.061861 -4.172971 7.223763
H: 0.940051 -0.707145 0.736816
H: 3.047334 -0.992439 -1.131495
H: 1.816249 -2.056872 -1.684767

Cartesian forces, eV/Å:
O 0.96 -1.23 -0.12
O -0.36 -0.26 0.03
F 0.02 -0.39 -0.47
F 0.93 0.14 -0.65
N 0.08 -0.16 -2.84
N -0.90 0.92 -0.85
C 0.00 0.85 -0.75
C -1.62 0.44 4.10
C 3.10 -2.66 -0.39
C 0.56 1.72 -2.19
C -0.96 1.93 0.54
C -1.23 -1.20 1.16
C 0.99 -2.09 0.19
C -0.18 2.56 -2.25
C 1.83 -1.23 2.55
C -1.50 -1.30 2.07
C 0.90 0.76 -0.81
C 0.00 0.13 0.64
C -1.30 0.68 0.56
C 2.85 1.41 1.42
C 0.55 0.97 0.22
C -2.02 -0.95 -2.47
C 0.53 -1.43 -0.52
C 1.32 1.18 -1.88
C -1.00 0.34 1.91
N 2.01 0.26 -2.19
N -0.98 1.22 1.75
S 0.98 -0.16 -0.56
C 0.04 1.92 0.30
H -1.13 0.61 -0.31
H -0.53 -0.08 0.36
H -0.63 0.44 0.74
H -0.36 -1.08 1.55
H 0.00 -1.04 -0.01
H -0.52 -0.26 0.70
H -0.58 -0.53 -0.85
H -0.33 -0.11 -0.17
H -1.18 0.17 0.70
H -0.09 -0.02 0.21
H -0.59 -0.41 1.10
H 0.37 -0.45 -1.13
H -0.05 0.10 -0.22
H -0.01 -1.68 -1.18

Calculated values
**E_LUMO**: 0.080 eV
**Largest force on an atom**: 4.43 eV/A
**Total charge**: 0
**Kohn-Sham gap**: 8.60 eV
**HOMO energy**: -8.52 eV
**Relative energy (zero: lowest compared OMol25 entry of this formula, charge and spin)**: 74.3 kcal/mol